[1]
The following is a quantum chemistry calculation of a molecular structure, C40H65GaN19, from OMol25.

Cartesian coordinates (Å):
C 2.07 -0.12 1.99
C 1.59 1.32 2.03
N 1.74 2.08 3.04
C 0.90 1.78 0.80
Ga -0.46 0.52 -0.03
N -1.13 -0.83 1.18
C -2.23 -0.91 1.79
C -3.16 0.26 2.09
C -2.71 -2.28 2.27
H 1.98 -0.55 0.98
H 1.47 -0.74 2.66
H 3.12 -0.16 2.30
H 2.19 1.58 3.81
H 0.49 2.77 1.02
H 1.66 1.89 0.01
H -1.65 1.35 -0.75
H 0.34 -0.35 -1.15
H -2.59 1.06 2.59
H -3.99 -0.03 2.72
H -3.54 0.67 1.14
H -3.76 -2.47 2.00
H -2.62 -2.46 3.35
H -2.07 -2.95 1.69
C 4.55 3.61 3.21
C 5.34 4.81 3.50
N 5.92 5.77 3.71
H 3.68 3.56 3.85
H 4.23 3.69 2.17
H 5.16 2.72 3.34
C 0.13 -3.57 -0.72
C -0.89 -4.33 -0.01
N -1.70 -4.93 0.54
H 1.07 -3.64 -0.17
H 0.23 -3.94 -1.73
H -0.15 -2.51 -0.75
C -6.68 2.15 1.82
C -6.77 0.74 1.49
N -6.83 -0.38 1.23
H -5.90 2.26 2.58
H -6.43 2.71 0.92
H -7.64 2.49 2.21
C -6.84 -1.78 4.28
C -6.20 -0.52 4.64
N -5.68 0.47 4.88
H -6.09 -2.56 4.25
H -7.60 -2.02 5.03
H -7.28 -1.67 3.29
C -2.53 -8.09 0.64
C -2.12 -9.25 -0.14
N -1.80 -10.15 -0.78
H -1.86 -7.93 1.49
H -2.49 -7.20 0.02
H -3.54 -8.24 1.02
C 4.59 7.48 0.24
C 4.19 6.08 0.24
N 3.89 4.98 0.16
H 5.28 7.68 1.06
H 5.08 7.69 -0.71
H 3.72 8.13 0.36
C 7.42 5.75 -2.93
C 6.73 7.04 -2.89
N 6.16 8.03 -2.84
H 8.48 5.91 -3.11
H 7.27 5.24 -1.98
H 6.99 5.16 -3.74
C 2.82 1.32 -3.13
C 2.79 -0.12 -3.38
N 2.81 -1.25 -3.61
H 3.44 1.52 -2.26
H 3.23 1.80 -4.02
H 1.82 1.69 -2.92
C -0.12 4.62 -3.84
C -0.15 3.27 -4.40
N -0.19 2.19 -4.76
H 0.48 4.61 -2.93
H 0.30 5.31 -4.56
H -1.14 4.91 -3.59
C 3.92 8.68 4.12
C 2.88 8.92 3.12
N 2.10 9.12 2.31
H 4.80 9.26 3.82
H 3.56 9.01 5.09
H 4.18 7.63 4.15
C -8.36 -0.12 -1.70
C -8.23 1.31 -1.50
N -8.10 2.44 -1.32
H -9.34 -0.34 -2.13
H -7.57 -0.46 -2.37
H -8.24 -0.61 -0.73
C -1.10 -5.21 -5.42
C -0.23 -4.35 -4.64
N 0.36 -3.61 -3.99
H -0.51 -5.89 -6.03
H -1.74 -5.77 -4.73
H -1.72 -4.58 -6.06
C 3.61 11.86 -0.54
C 4.34 11.16 0.50
N 4.86 10.56 1.33
H 4.17 12.74 -0.85
H 3.47 11.19 -1.38
H 2.64 12.16 -0.14
C 3.60 -3.89 -4.23
C 4.80 -4.72 -4.22
N 5.73 -5.38 -4.21
H 3.77 -2.98 -3.65
H 3.35 -3.61 -5.25
H 2.76 -4.42 -3.80
C -0.74 -13.25 0.59
C -0.63 -13.87 1.91
N -0.55 -14.36 2.94
H -0.94 -14.02 -0.15
H -1.54 -12.52 0.58
H 0.19 -12.75 0.35
C -2.25 -2.42 -2.68
C -2.39 -3.86 -2.80
N -2.50 -5.00 -2.91
H -1.62 -2.14 -1.84
H -1.80 -2.02 -3.59
H -3.23 -1.97 -2.54
C -0.01 -5.51 3.43
C -1.21 -6.32 3.60
N -2.17 -6.94 3.64
H 0.42 -5.73 2.45
H -0.28 -4.46 3.47
H 0.71 -5.75 4.21

Calculated values
DFT total energy   -123218.5010 eV
LUMO energy   1.66 eV
Energy above the lowest of the compared OMol25 structures with the same formula, charge and spin   0.0 kJ/mol
Multiplicity   1
Charge   -1
Orbital gap   6.41 eV

[2]
The following is a quantum chemistry calculation of a gas-phase ion, C3H9N4 (charge +1), from OMol25.

Cartesian coordinates (Å):
C 0.88 0.70 -0.03
C -1.83 -0.28 0.63
C 1.20 -0.73 0.43
N -0.25 1.11 -0.49
N 1.70 1.60 0.41
N 1.47 -1.63 -0.43
N -1.33 0.36 -0.61
H -1.30 -1.28 0.79
H -2.98 -0.54 0.61
H -1.64 0.27 1.51
H 2.68 1.32 0.74
H 1.50 2.61 0.53
H 1.61 -1.54 -1.48
H 1.64 -2.55 -0.13
H -1.26 -0.37 -1.51
H -2.10 0.95 -0.97

Calculated values
DFT total energy   -9206.9691 eV
LUMO energy   -3.62 eV
Energy above the lowest of the compared OMol25 structures with the same formula, charge and spin   448.9 kJ/mol
Multiplicity   1
Charge   +1
Orbital gap   9.10 eV

[3]
The following is a quantum chemistry calculation of 5 unconnected molecules or ions with the total composition C8H18Cl6N2O4, from OMol25.

Cartesian coordinates (Å):
Cl 1.70 -0.47 -1.74
C 2.61 -0.56 -3.31
C 3.00 0.84 -3.89
Cl 1.66 1.89 -4.41
H 2.10 -1.23 -3.99
H 3.56 -1.04 -3.09
H 3.75 0.73 -4.67
H 3.59 1.43 -3.19
Cl -5.82 -3.21 1.22
C -4.17 -2.59 1.71
C -4.23 -1.79 2.96
Cl -5.22 -0.29 2.66
H -3.70 -2.04 0.90
H -3.44 -3.38 1.86
H -3.22 -1.58 3.30
H -4.72 -2.32 3.77
Cl -1.49 0.95 -1.96
C -0.84 2.09 -0.79
C -1.15 3.44 -1.34
Cl -0.88 4.64 -0.08
H 0.23 1.90 -0.71
H -1.30 1.95 0.19
H -2.20 3.40 -1.63
H -0.54 3.75 -2.19
C 3.47 0.86 1.38
N 2.47 1.17 2.40
O 2.83 1.26 3.61
O 1.35 1.38 1.98
H 3.13 1.10 0.37
H 3.69 -0.18 1.63
H 4.29 1.53 1.65
C -0.15 -1.35 1.02
N 0.04 -2.68 0.44
O 0.14 -2.71 -0.75
O 0.20 -3.70 1.15
H -0.53 -0.66 0.27
H 0.74 -1.00 1.54
H -0.95 -1.49 1.75

Calculated values
DFT total energy   -94876.1531 eV
LUMO energy (spin up / spin down)   -4.18 / -10.41 eV
Multiplicity   2
Charge   +1
Orbital gap (spin up / spin down)   8.64 / 2.40 eV

[4]
The following is a quantum chemistry calculation of a molecular structure, C3H4NO3S, from OMol25.

Cartesian coordinates (Å):
C 1.03 1.25 -0.86
C -0.85 -0.82 0.55
C -0.83 0.49 -0.15
N 0.29 -1.65 0.09
O 2.75 -1.21 0.61
O 1.15 2.24 -1.56
O 0.20 1.35 0.29
S 1.40 -0.59 0.61
H -0.90 -0.60 1.59
H -1.88 -1.42 0.24
H -0.50 0.13 -1.16
H -1.87 0.83 -0.25

Calculated values
DFT total energy   -21640.2087 eV
LUMO energy (spin up / spin down)   3.84 / 3.84 eV
Energy above the lowest of the compared OMol25 structures with the same formula, charge and spin   495.8 kJ/mol
Multiplicity   1
Charge   -1
Orbital gap (spin up / spin down)   7.22 / 7.22 eV

[5]
The following is a quantum chemistry calculation of 8 unconnected molecules or ions with the total composition C52H49ClF7NO4P, from OMol25.

Cartesian coordinates (Å):
C -3.92 -1.46 1.35
C -3.38 -2.53 0.23
C -2.33 -1.92 -0.86
C -1.31 -0.77 -0.29
O -0.18 -1.29 0.50
C 0.05 -0.49 1.72
C 0.21 1.16 1.76
N 0.40 1.99 3.01
C 0.45 1.27 4.34
C 0.35 -0.37 4.53
C 0.15 -1.32 3.17
C 0.06 -2.95 3.32
O -1.15 -3.53 3.45
O 1.31 -3.78 3.37
P 1.68 -4.29 1.72
O 0.17 -4.40 0.83
Cl 2.92 -2.82 0.78
H -4.76 -0.73 0.98
H -3.07 -0.84 1.88
H -4.42 -2.11 2.22
H -3.00 -3.50 0.79
H -4.34 -2.88 -0.38
H -1.72 -2.84 -1.29
H -2.94 -1.48 -1.76
H -0.83 -0.25 -1.25
H -1.90 0.12 0.26
H 0.16 1.69 0.69
H 0.47 3.05 2.91
H 0.56 1.95 5.31
H 0.42 -0.84 5.62
H 0.29 -4.03 -0.10
F -4.13 -0.22 -2.61
C -4.80 -0.34 -3.76
C -4.48 -1.39 -4.63
C -5.17 -1.52 -5.83
C -6.17 -0.60 -6.16
C -6.48 0.44 -5.29
C -5.79 0.57 -4.08
H -3.69 -2.09 -4.36
H -4.94 -2.34 -6.51
H -6.71 -0.71 -7.10
H -7.26 1.16 -5.55
H -6.02 1.37 -3.39
F 0.49 3.95 6.99
C 1.10 3.26 7.96
C 2.24 3.78 8.56
C 2.87 3.06 9.57
C 2.36 1.82 9.97
C 1.21 1.31 9.36
C 0.58 2.03 8.35
H 2.63 4.73 8.23
H 3.76 3.46 10.05
H 2.85 1.26 10.76
H 0.82 0.34 9.67
H -0.32 1.65 7.87
F 9.05 1.83 1.31
C 8.05 0.97 1.05
C 7.26 1.17 -0.08
C 6.23 0.27 -0.35
C 5.99 -0.80 0.51
C 6.78 -0.98 1.64
C 7.82 -0.09 1.91
H 7.46 2.01 -0.73
H 5.61 0.41 -1.24
H 5.18 -1.50 0.29
H 6.59 -1.82 2.31
H 8.45 -0.23 2.78
F -8.65 2.74 -6.18
C -8.19 4.00 -6.15
C -9.05 5.02 -5.75
C -8.58 6.34 -5.72
C -7.26 6.61 -6.09
C -6.41 5.58 -6.49
C -6.88 4.27 -6.52
H -10.07 4.79 -5.47
H -9.24 7.14 -5.40
H -6.90 7.64 -6.07
H -5.39 5.80 -6.79
H -6.23 3.45 -6.82
F 4.94 1.01 -3.04
C 4.95 0.08 -4.00
C 6.00 -0.84 -4.06
C 6.01 -1.81 -5.06
C 4.98 -1.84 -6.01
C 3.94 -0.92 -5.94
C 3.92 0.04 -4.93
H 6.80 -0.79 -3.32
H 6.82 -2.53 -5.11
H 4.99 -2.60 -6.79
H 3.14 -0.95 -6.68
H 3.11 0.77 -4.87
F 3.33 -10.68 1.32
C 2.81 -9.81 2.18
C 2.20 -8.65 1.71
C 1.65 -7.74 2.61
C 1.72 -7.99 3.98
C 2.33 -9.15 4.45
C 2.88 -10.07 3.55
H 2.16 -8.47 0.64
H 1.16 -6.84 2.24
H 1.29 -7.28 4.68
H 2.39 -9.34 5.52
H 3.35 -10.98 3.90
F -0.85 3.02 -0.82
C -0.58 4.33 -0.82
C -1.56 5.22 -0.38
C -1.28 6.59 -0.38
C -0.04 7.05 -0.82
C 0.93 6.15 -1.26
C 0.66 4.78 -1.25
H -2.52 4.85 -0.05
H -2.03 7.29 -0.03
H 0.17 8.12 -0.82
H 1.89 6.51 -1.60
H 1.40 4.06 -1.58

Calculated values
DFT total energy   -105215.4608 eV
LUMO energy   -5.10 eV
Multiplicity   1
Charge   +1
Orbital gap   5.51 eV

[6]
The following is a quantum chemistry calculation of C16H13N5O in the gas phase, from OMol25.

Cartesian coordinates (Å):
C -4.89 -1.30 -3.65
C -3.65 -1.13 -2.76
C -2.97 0.07 -2.60
C -1.94 0.22 -1.71
C -1.42 -0.91 -1.09
C -0.18 -0.93 -0.31
N -0.05 -1.53 0.87
N 0.99 -0.83 1.47
C 1.44 -0.86 2.82
N 1.22 -1.86 3.75
N 2.24 0.07 3.40
C 2.59 1.18 2.58
C 3.53 2.07 3.11
C 4.04 3.10 2.29
C 3.60 3.31 0.94
C 2.74 2.30 0.48
C 2.26 1.30 1.22
N 1.42 0.24 0.70
C 0.90 0.05 -0.55
O 1.09 0.60 -1.64
C -2.01 -2.19 -1.41
C -3.19 -2.27 -2.16
H -4.65 -2.02 -4.41
H -5.05 -0.34 -4.09
H -5.71 -1.71 -3.10
H -3.53 0.96 -3.13
H -1.67 1.29 -1.46
H 0.74 -2.63 3.31
H 2.07 -1.99 4.22
H 3.88 2.04 4.13
H 4.76 3.80 2.68
H 4.06 3.83 0.14
H 2.52 2.48 -0.60
H -1.52 -3.17 -1.14
H -3.66 -3.22 -2.30

Calculated values
DFT total energy   -26298.0672 eV
LUMO energy   -0.11 eV
SMILES string   Cc1ccc(-c2nn3c(N)nc4ccccc4n3c2=O)cc1
Energy above the lowest of the compared OMol25 structures with the same formula, charge and spin   160.3 kJ/mol
Multiplicity   1
Orbital gap   7.61 eV

[7]
The following is a quantum chemistry calculation of C35H36ClNO3S in the gas phase, from OMol25.

Cartesian coordinates (Å):
C -4.99 3.01 4.11
C -3.65 3.00 4.86
C -3.82 3.63 6.26
O -2.70 3.79 4.15
C -3.16 1.55 4.99
C -3.91 0.74 5.84
C -3.59 -0.59 6.07
C -2.48 -1.13 5.45
C -1.74 -0.34 4.59
C -2.07 0.99 4.32
C -1.22 1.68 3.29
C -1.97 1.86 1.96
C -2.70 0.60 1.53
S -3.70 0.89 0.00
C -2.47 1.18 -1.32
C -2.31 0.06 -2.32
C -1.19 0.33 -3.32
C 0.18 0.20 -2.67
O 0.60 0.97 -1.84
O 0.85 -0.84 -3.12
C -2.58 -1.37 -1.94
C -3.54 -0.64 -2.83
C -1.87 -0.63 1.36
C -2.41 -1.87 1.68
C -1.70 -3.03 1.43
C -0.45 -2.98 0.85
C 0.12 -1.74 0.55
C 1.39 -1.65 -0.14
C 2.26 -0.64 0.00
C 3.43 -0.49 -0.85
C 4.61 0.14 -0.37
C 5.68 0.26 -1.19
C 5.61 -0.23 -2.52
C 6.67 -0.14 -3.44
C 6.52 -0.62 -4.72
C 5.30 -1.19 -5.11
Cl 5.14 -1.77 -6.73
C 4.24 -1.29 -4.24
C 4.38 -0.82 -2.92
N 3.33 -0.94 -2.08
C -0.59 -0.58 0.83
H -5.72 2.39 4.61
H -4.85 2.62 3.10
H -5.37 4.03 4.04
H -4.61 3.16 6.83
H -2.89 3.55 6.81
H -4.07 4.68 6.15
H -3.07 4.68 4.08
H -4.78 1.14 6.34
H -4.19 -1.18 6.73
H -2.19 -2.16 5.62
H -0.88 -0.77 4.09
H -0.91 2.66 3.64
H -0.33 1.08 3.11
H -2.70 2.66 2.07
H -1.26 2.18 1.20
H -3.50 0.39 2.25
H -2.81 2.08 -1.84
H -1.51 1.40 -0.84
H -1.30 1.34 -3.71
H -1.25 -0.39 -4.14
H 1.76 -0.92 -2.70
H -2.89 -1.59 -0.93
H -1.94 -2.13 -2.37
H -4.49 -0.35 -2.40
H -3.59 -0.91 -3.87
H -3.40 -1.92 2.11
H -2.14 -3.99 1.68
H 0.09 -3.88 0.63
H 1.62 -2.44 -0.84
H 2.13 0.12 0.76
H 4.63 0.51 0.65
H 6.60 0.73 -0.86
H 7.60 0.30 -3.13
H 7.33 -0.55 -5.43
H 3.30 -1.73 -4.55
H -0.14 0.37 0.56

Calculated values
DFT total energy   -67870.7964 eV
LUMO energy   -0.46 eV
SMILES string   CC(C)(O)c1ccccc1CC[C@@H](SCC1(CC(=O)O)CC1)c1cccc(/C=C/c2ccc3ccc(Cl)cc3n2)c1
Energy above the lowest of the compared OMol25 structures with the same formula, charge and spin   18.6 kJ/mol
Multiplicity   1
Orbital gap   7.66 eV

[8]
The following is a quantum chemistry calculation of C6H15N2 in the gas phase, from OMol25.

Cartesian coordinates (Å):
C 3.10 0.40 -0.18
C 1.71 0.67 0.33
C 0.65 0.06 -0.61
C -0.75 0.36 -0.07
C -1.39 -0.89 0.02
N -2.67 -1.02 0.46
C -3.53 -2.13 0.22
N 1.43 2.16 0.25
H 3.76 1.11 0.19
H 3.27 0.45 -1.29
H 3.63 -0.47 0.22
H 1.59 0.32 1.28
H 0.93 -1.10 -0.73
H 0.71 0.35 -1.65
H -1.08 1.26 0.30
H -0.85 -1.72 -0.39
H -3.16 -0.20 0.79
H -4.63 -1.74 0.05
H -3.18 -2.64 -0.78
H -3.66 -2.84 1.10
H 0.42 2.40 0.66
H 1.45 2.36 -0.72
H 2.25 2.82 0.56

Calculated values
DFT total energy   -9439.8459 eV
LUMO energy (spin up / spin down)   0.90 / 0.83 eV
Energy above the lowest of the compared OMol25 structures with the same formula, charge and spin   384.3 kJ/mol
Multiplicity   2
Orbital gap (spin up / spin down)   4.29 / 8.52 eV